No. 1
Formula: C5H8N2
Source: the Open Molecules 2025 dataset
Level of theory: the ωB97M-V functional and the def2-TZVPD basis

```
! wB97M-V def2-TZVPD RIJCOSX def2/J DEFGRID3
* xyz 0 1
C 0.65 0.46 -2.18
C 0.40 0.15 -0.74
C -0.58 -0.83 -0.09
N 0.01 -1.59 1.04
C -0.23 -0.18 1.21
N -0.98 0.34 2.29
C 0.78 0.68 0.42
H -0.29 0.83 -2.61
H 1.40 1.25 -2.28
H 0.95 -0.42 -2.76
H -1.53 -1.18 -0.49
H 0.99 -1.84 0.94
H -1.36 1.24 2.02
H -1.76 -0.29 2.49
H 1.54 1.38 0.73
*
```

Properties
HOMO, eV: -8.1
Structure (SMILES): CC1=C[C@]2(N)N[C@H]12

=====

No. 2
Formula: C5H8N2
Source: the Open Molecules 2025 dataset
Level of theory: the ωB97M-V functional and the def2-TZVPD basis

```
! wB97M-V def2-TZVPD RIJCOSX def2/J DEFGRID3
* xyz 0 1
C 0.78 1.42 -1.56
C -0.45 0.89 -0.93
C -0.47 -0.49 -0.44
N 0.37 -0.52 0.77
C 0.17 -1.55 1.78
C -0.49 -0.20 1.85
N -1.38 0.61 2.02
H 1.53 0.62 -1.69
H 1.26 2.21 -0.96
H 0.57 1.87 -2.54
H -1.37 1.46 -0.99
H -1.49 -0.84 -0.23
H 0.03 -1.15 -1.16
H -0.47 -2.40 1.54
H 1.06 -1.78 2.37
*
```

Properties
HOMO (alpha / beta), eV: -8.0 / -8.9

=====

No. 3
Formula: C5H8N2
Source: the Open Molecules 2025 dataset
Level of theory: the ωB97M-V functional and the def2-TZVPD basis

```
! wB97M-V def2-TZVPD RIJCOSX def2/J DEFGRID3
* xyz 0 1
C -1.56 0.79 0.38
C -1.55 -0.83 0.16
C 1.76 -0.25 0.31
C 1.17 1.15 0.01
C -0.23 0.75 -0.49
H -1.39 1.28 1.43
H -2.20 1.52 -0.17
H -2.30 -1.34 -0.52
H -1.51 -1.18 1.32
H 2.80 -0.42 0.57
H 1.63 1.85 -0.86
H 1.20 1.65 1.14
H -0.65 1.17 -1.55
N -0.26 -0.72 -0.51
N 0.97 -1.31 -0.01
*
```

Properties
HOMO, eV: -8.1
Structure (SMILES): C1=NN2CC[C@H]2C1

=====

No. 4
Formula: C5H8N2
Source: the Open Molecules 2025 dataset
Level of theory: the ωB97M-V functional and the def2-TZVPD basis

```
! wB97M-V def2-TZVPD RIJCOSX def2/J DEFGRID3
* xyz 0 1
C -2.49 0.11 -0.17
C 0.06 1.04 0.27
C 1.58 0.77 0.05
C 1.84 -0.51 -0.22
C 0.72 -1.29 0.19
H -2.23 1.12 -0.32
H -3.42 -0.08 -0.49
H -0.12 1.66 1.21
H -0.18 1.48 -0.70
H 2.23 1.73 -0.16
H 2.73 -1.10 -0.56
H 0.72 -1.95 1.13
H 0.50 -1.84 -0.77
N -1.57 -0.80 0.14
N -0.38 -0.34 0.40
*
```

Properties
HOMO, eV: -8.0
Structure (SMILES): C=NN1CC=CC1

=====

No. 5
Formula: C5H8N2
Source: the Open Molecules 2025 dataset
Level of theory: the ωB97M-V functional and the def2-TZVPD basis

```
! wB97M-V def2-TZVPD RIJCOSX def2/J DEFGRID3
* xyz 0 1
C 1.26 -0.48 -1.01
C 0.62 -0.02 0.30
C -0.26 1.26 0.11
N -1.61 0.71 0.08
C -1.48 -0.30 1.05
C -0.35 -1.29 0.80
N 0.09 -2.40 0.94
H 0.51 -0.57 -1.80
H 1.99 0.28 -1.32
H 1.76 -1.44 -0.88
H 1.37 0.08 1.09
H -0.01 1.83 -0.80
H -0.16 1.92 0.97
H -1.82 0.31 -0.83
H -1.38 0.14 2.05
*
```

Properties
HOMO (alpha / beta), eV: -8.6 / -8.6

=====

No. 6
Formula: C5H8N2
Source: the Open Molecules 2025 dataset
Level of theory: the ωB97M-V functional and the def2-TZVPD basis

```
! wB97M-V def2-TZVPD RIJCOSX def2/J DEFGRID3
* xyz 0 1
C -2.11 0.14 -0.05
C -1.03 -0.39 -0.97
C 0.28 0.29 -1.16
C 0.74 1.38 -0.32
N 1.22 2.13 0.43
N 0.16 -0.98 -0.44
C 2.16 -0.71 1.47
H -1.70 0.87 0.66
H -2.90 0.63 -0.63
H -2.55 -0.68 0.52
H -1.42 -0.87 -1.87
H 0.73 0.30 -2.16
H 1.51 -1.13 0.70
H 2.97 -1.27 1.93
H 1.96 0.29 1.86
*
```

Properties
HOMO (alpha / beta), eV: -10.7 / -8.2

=====

No. 7
Formula: C5H8N2
Source: the Open Molecules 2025 dataset
Level of theory: the ωB97M-V functional and the def2-TZVPD basis

```
! wB97M-V def2-TZVPD RIJCOSX def2/J DEFGRID3
* xyz 0 1
C -1.12 -1.38 -0.06
C 0.81 1.42 0.47
N 0.36 0.17 -0.07
C -0.94 -0.03 -0.69
C 1.26 -1.00 -0.49
C 0.26 -1.15 0.58
N -1.66 0.70 -1.38
H -1.30 1.62 -1.63
H 2.25 -0.76 -0.03
H -1.97 -1.42 0.61
H -1.16 -2.20 -0.77
H 0.39 -1.22 1.66
H 1.17 2.08 -0.34
H 0.01 1.93 1.01
H 1.64 1.24 1.15
*
```

Properties
HOMO, eV: -7.4

=====

No. 8
Formula: C5H8N2
Source: the Open Molecules 2025 dataset
Level of theory: the ωB97M-V functional and the def2-TZVPD basis

```
! wB97M-V def2-TZVPD RIJCOSX def2/J DEFGRID3
* xyz 0 1
C -2.13 0.22 -0.30
N -0.84 -1.38 0.40
C 0.32 -1.85 0.73
C 1.33 -0.90 0.51
C 0.69 0.23 0.01
C 1.38 1.50 -0.44
N -0.68 -0.13 -0.05
H -2.71 -0.72 -0.19
H -2.28 0.59 -1.30
H -2.49 0.88 0.50
H 0.28 -2.86 1.11
H 2.38 -1.07 0.69
H 1.59 1.48 -1.52
H 2.36 1.62 0.06
H 0.80 2.40 -0.22
*
```

Properties
HOMO, eV: -8.9
Structure (SMILES): Cc1ccnn1C

=====

Across the entries above, DFT total energy takes the values -8291.8620; -8289.6377; -8290.5932; -8291.3520; -8290.3253; -8289.2800; -8290.3366; -8293.4158 eV, respectively.
Across the entries above, energy relative to the best compared isomer or geometry (same formula, charge and spin) takes the values 3.134; 5.359; 4.403; 3.644; 4.671; 5.716; 4.660; 1.581 eV, respectively.
Across the entries above, strongest force on any atom takes the values 0.4; 1.0; 5.0; 4.5; 3.1; 1.6; 1.2; 1.1 eV/Å, respectively.